This record from the Open Molecules 2025 dataset describes a cluster of 14 separate species, C90H192N8O26S6 in total in a non-equilibrium geometry. The level of theory is wB97M-V/def2-TZVPD.

## Properties
**Energy above the lowest of the compared OMol25 structures with the same formula, charge and spin**: 0.0 kJ/mol
**Maximum force**: 0.1428 hartree/bohr
**Frontier orbital gap (spin up / spin down)**: 7.36 / 9.13 eV
**Electronic energy**: -226595.07648 eV
**E_LUMO (spin up / spin down)**: 0.04 / 0.04 eV
**Spin multiplicity**: 9
**HOMO (spin up / spin down)**: -0.26892 / -0.33378 Ha

```
322
C90H192N8O26S6, DFT wB97M-V/def2-TZVPD
C -1.4154 -0.7102 -1.7284
C -0.1584 -1.2614 -1.0510
C 1.0769 -0.5028 -1.5526
C 1.3140 0.8449 -0.8756
C 1.4764 0.6008 0.6541
C 0.1798 0.0179 1.2730
N -0.2887 -1.2000 0.4798
O -1.0889 -2.0305 1.0917
C 0.6022 -0.3940 2.7018
C -0.9783 1.0182 1.3863
C 0.0553 -2.7439 -1.4424
H -2.3227 -1.0682 -1.2650
H -1.3996 -0.9925 -2.7766
H -1.4033 0.3833 -1.7266
H 1.9922 -1.0934 -1.4123
H 1.0385 -0.3695 -2.6540
H 0.3908 1.3869 -0.9497
H 2.1972 1.2181 -1.3438
H 1.8303 1.5260 1.1192
H 2.2985 -0.0833 0.8352
H 1.4692 -1.0356 2.6512
H 0.9111 0.5037 3.2557
H -0.2436 -0.8116 3.2267
H -0.5724 1.8335 2.0172
H -1.2057 1.4892 0.4299
H -1.8336 0.5138 1.7817
H -0.8080 -3.3272 -1.1316
H 0.8923 -3.1442 -0.8494
H 0.2917 -2.7932 -2.5148
C 4.2676 5.8323 -0.6029
C 2.8111 5.3886 -0.3230
C 2.7354 4.3970 0.8557
C 2.9005 5.0963 2.2156
C 1.8703 6.2225 2.3748
C 1.8906 7.2807 1.2669
N 1.9329 6.6299 -0.1126
O 1.6163 7.3378 -1.0944
C 0.5511 8.0606 1.4474
C 3.0986 8.3094 1.4200
C 2.2153 4.5989 -1.4630
H 4.7698 5.1356 -1.2594
H 4.7974 5.9184 0.3536
H 4.2630 6.8239 -1.0348
H 1.7333 3.9660 0.7383
H 3.4825 3.6135 0.7407
H 3.9095 5.4910 2.2008
H 2.8714 4.3344 3.0091
H 2.0346 6.6071 3.3581
H 0.8773 5.7830 2.2758
H 0.6122 8.7307 2.3013
H 0.4374 8.6147 0.4996
H -0.3002 7.3610 1.5547
H 3.0520 9.0919 0.6340
H 3.0771 8.7446 2.4296
H 4.0424 7.7617 1.4229
H 2.7532 3.6689 -1.6104
H 2.2971 5.2028 -2.3733
H 1.1830 4.3871 -1.1526
C 2.7440 -8.0775 -1.3976
C 1.2444 -8.4970 -1.6110
C 0.2736 -7.5823 -0.8988
C 0.3061 -6.1601 -1.5055
C -0.1785 -6.1830 -2.9934
C 0.6306 -7.1626 -3.7954
N 0.8853 -8.4464 -3.0756
O 1.3779 -9.3747 -3.8443
C -0.3070 -7.4087 -5.0573
C 2.0378 -6.4593 -4.2676
C 0.9455 -9.9370 -1.0920
H 2.9028 -8.3360 -0.3508
H 2.9657 -7.0377 -1.6130
H 3.3698 -8.7006 -2.0384
H -0.7263 -8.0053 -0.9813
H 0.4806 -7.3962 0.1327
H 1.3107 -5.7532 -1.4885
H -0.2682 -5.4970 -0.8705
H -0.0164 -5.1418 -3.2998
H -1.2664 -6.3382 -3.0710
H -1.2118 -7.9785 -4.7842
H -0.5744 -6.4083 -5.3783
H 0.1597 -8.0437 -5.8081
H 2.5646 -5.9887 -3.4468
H 2.6628 -7.2066 -4.7604
H 1.7406 -5.7094 -5.0240
H -0.0460 -10.1713 -1.4559
H 0.9930 -9.9797 -0.0064
H 1.6999 -10.6040 -1.5138
C -2.2922 4.9819 4.0945
C -2.7467 3.8185 4.9645
C -1.4895 3.0004 5.2384
C -1.7005 1.9963 6.4065
C -1.9591 2.8596 7.6473
C -3.2486 3.6740 7.5765
N -3.3831 4.4490 6.2597
O -4.2044 5.3117 6.1623
C -4.5248 2.6818 7.8246
C -3.1529 4.8086 8.6694
C -3.8282 2.9633 4.2612
H -1.7522 4.4644 3.2935
H -1.5579 5.7165 4.4570
H -3.1174 5.6464 3.7977
H -1.1215 2.4564 4.3674
H -0.6894 3.6772 5.5174
H -0.8652 1.3006 6.3920
H -2.5385 1.3379 6.1519
H -1.0692 3.4953 7.7734
H -2.0309 2.1836 8.4916
H -5.4513 3.0123 7.3546
H -4.3586 1.6865 7.4495
H -4.6104 2.7302 8.8935
H -3.9816 5.5014 8.6825
H -2.9476 4.2502 9.5794
H -2.2794 5.4307 8.5270
H -3.9395 1.9982 4.7876
H -3.5314 2.8681 3.2176
H -4.7134 3.5763 4.1411
C 6.2538 -2.2313 -3.0933
C 5.4882 -1.9698 -4.4187
C 4.0454 -2.3143 -4.0438
C 2.8940 -1.6681 -4.8652
C 3.1942 -0.1715 -5.0195
C 4.5734 0.2027 -5.5543
N 5.6224 -0.5166 -4.7673
O 6.8652 -0.0685 -4.9035
C 4.7299 -0.1515 -7.0566
C 4.5936 1.7208 -5.3674
C 6.0128 -2.9329 -5.5228
H 7.3315 -2.2598 -3.2493
H 5.8342 -3.1184 -2.6929
H 6.1743 -1.3998 -2.4137
H 3.9798 -3.3842 -4.1104
H 3.8739 -1.9815 -3.0208
H 1.8787 -1.8906 -4.4548
H 2.8151 -2.1327 -5.8508
H 3.0702 0.3605 -4.0607
H 2.4630 0.2441 -5.6979
H 5.7955 -0.0070 -7.3167
H 4.5310 -1.1958 -7.2341
H 4.0721 0.4699 -7.6306
H 4.4997 1.9318 -4.3156
H 5.5220 2.1208 -5.7627
H 3.8046 2.1185 -6.0148
H 6.2749 -3.8358 -4.9562
H 6.9409 -2.5586 -5.9947
H 5.3015 -3.1174 -6.3055
C 0.4273 2.4240 -4.2168
C -0.7067 2.1197 -5.2419
C -2.0851 2.3090 -4.5380
C -2.5785 3.7148 -4.4921
C -2.4979 4.3316 -5.9006
C -1.0861 4.3733 -6.5923
N -0.5159 2.9866 -6.5048
O 0.5603 2.7432 -7.1301
C -1.4095 4.6763 -8.0536
C -0.0832 5.3807 -5.9852
C -0.7596 0.6207 -5.6283
H 1.3420 2.4531 -4.8070
H 0.3631 1.5441 -3.5664
H 0.1871 3.3260 -3.6415
H -2.8366 1.8150 -5.1426
H -2.0116 1.8630 -3.5308
H -1.8301 4.3735 -3.9816
H -3.5654 3.8354 -4.0546
H -2.8401 5.3808 -5.8575
H -3.2669 3.9072 -6.5570
H -1.9017 5.6459 -8.0967
H -0.4548 4.7522 -8.5788
H -2.0969 3.9668 -8.4992
H -0.5116 6.3604 -6.1892
H -0.0990 5.2668 -4.8978
H 0.9382 5.1929 -6.3527
H 0.1637 0.2752 -6.0824
H -1.6829 0.4459 -6.1583
H -0.8431 0.0427 -4.7059
C -3.3682 -5.1944 0.3179
C -4.4826 -6.0549 -0.3637
C -5.5280 -6.4680 0.6944
C -6.4403 -5.3284 1.1541
C -7.2485 -4.8858 -0.0347
C -6.3688 -4.3227 -1.1754
N -5.1503 -5.2712 -1.5207
O -4.5720 -5.1177 -2.5932
C -7.2927 -4.3722 -2.3980
C -5.8019 -2.9254 -0.8901
C -3.9792 -7.3750 -1.0267
H -3.7993 -4.5568 1.0824
H -2.8102 -4.5625 -0.3703
H -2.6673 -5.8832 0.7908
H -6.1287 -7.2562 0.2282
H -5.0194 -6.8244 1.5825
H -5.8521 -4.4538 1.5128
H -7.0887 -5.6593 1.9662
H -7.9277 -4.0980 0.2671
H -7.7332 -5.7958 -0.4198
H -6.7678 -4.0362 -3.2895
H -7.5775 -5.3875 -2.6342
H -8.0999 -3.7164 -2.1341
H -6.6432 -2.2503 -0.8937
H -5.2155 -2.9646 0.0356
H -5.0816 -2.5550 -1.6179
H -3.1105 -7.2324 -1.6409
H -4.8156 -7.8537 -1.5400
H -3.7058 -8.0421 -0.1895
C 2.0528 3.8086 7.1954
C 3.4412 3.2729 6.7456
C 4.2844 2.9662 7.9929
C 4.0021 1.6157 8.6571
C 4.1899 0.5297 7.5560
C 3.2304 0.7019 6.3658
N 3.2630 2.1089 5.7741
O 2.7978 2.3092 4.6618
C 3.7556 -0.2912 5.2718
C 1.7676 0.3036 6.8066
C 4.2109 4.3582 6.0264
H 1.5474 3.0554 7.7918
H 1.3665 3.9467 6.3661
H 2.2273 4.7519 7.7031
H 5.3228 2.8759 7.6158
H 4.1713 3.8125 8.6843
H 2.9564 1.5550 8.8985
H 4.7253 1.3673 9.4332
H 4.0867 -0.4906 7.9548
H 5.2143 0.5558 7.1824
H 3.1423 -0.3097 4.3682
H 4.8109 -0.0951 5.0706
H 3.8227 -1.2864 5.7279
H 1.8692 -0.7720 6.9279
H 1.3834 0.8212 7.6728
H 1.0423 0.4410 6.0175
H 3.6774 4.7825 5.1770
H 5.0568 3.9168 5.4978
H 4.5106 5.0848 6.7903
O 7.0026 0.5008 -0.1516
S 5.8993 1.2757 -0.6489
O 4.7673 0.6029 -1.1439
O 5.5177 2.2537 0.5779
C 5.0000 1.7088 1.8016
C 5.6117 2.4144 3.0425
C 6.3779 2.4851 -1.7425
H 5.3623 0.6796 1.9082
H 3.9130 1.7500 1.8347
H 5.2751 1.9752 3.9981
H 5.3777 3.5022 3.0993
H 6.6991 2.4288 3.0269
H 5.5225 3.0914 -2.0122
H 6.7268 1.8675 -2.5694
H 7.2115 3.0329 -1.3427
O -4.2915 0.4992 -3.3083
S -5.6199 0.6842 -2.8000
O -6.7230 -0.0165 -3.3605
O -5.6596 0.4096 -1.1968
C -4.5847 0.8567 -0.4548
C -4.6192 0.3126 0.9864
C -5.9101 2.4214 -2.8213
H -4.5019 1.9430 -0.4611
H -3.6358 0.5219 -0.8841
H -3.7494 0.6452 1.5546
H -4.5880 -0.7675 1.0594
H -5.4763 0.7764 1.4470
H -5.1298 3.0651 -2.4103
H -6.8527 2.7012 -2.3489
H -5.9672 2.5632 -3.9174
O 5.6636 -5.4146 0.8158
S 4.6449 -4.4635 0.5895
O 3.7358 -4.6277 -0.4836
O 3.7595 -4.3079 2.0292
C 2.4498 -3.6624 1.9176
C 1.2970 -4.6393 1.6055
C 5.4061 -2.8213 0.6404
H 2.4922 -2.8305 1.1874
H 2.2590 -3.1810 2.8805
H 1.4777 -5.1550 0.6618
H 0.3863 -4.0601 1.4818
H 1.2892 -5.3780 2.4031
H 6.0536 -2.7336 1.5352
H 4.6604 -2.0225 0.5904
H 6.0020 -2.6799 -0.2602
O -0.9281 4.4456 0.6789
S -1.9855 4.6085 -0.2496
O -2.4214 3.4602 -0.9581
O -3.2546 5.3672 0.4711
C -4.4607 4.6367 0.7981
C -5.5365 5.5797 1.3720
C -1.5402 5.8710 -1.3306
H -4.3092 3.7473 1.4398
H -4.8791 4.2587 -0.1340
H -6.5003 5.0552 1.4383
H -5.7409 6.4671 0.7532
H -5.2316 5.9263 2.3548
H -0.7921 5.3513 -1.9517
H -1.0606 6.7058 -0.8362
H -2.3258 6.2528 -1.9685
O -3.9773 -1.3385 -7.0285
S -4.3652 -2.6097 -6.5433
O -5.1927 -3.4788 -7.3081
O -3.0231 -3.5171 -6.3282
C -1.8709 -2.9944 -5.6541
C -0.7416 -3.3489 -6.5625
C -4.9097 -2.4716 -4.8626
H -1.9208 -3.4703 -4.6483
H -1.8817 -1.9187 -5.5442
H -0.6369 -4.4211 -6.7292
H 0.2031 -2.9722 -6.1595
H -0.9903 -2.8820 -7.5005
H -5.8934 -2.0305 -4.9783
H -4.1365 -1.9241 -4.3321
H -4.9746 -3.4738 -4.4690
O -3.9147 -1.9412 6.2545
S -3.2369 -1.9706 4.9905
O -3.1734 -0.7765 4.2327
O -1.6642 -2.4416 5.1577
C -1.1778 -3.1211 6.2842
C 0.2769 -3.5470 6.0270
C -3.7638 -3.2980 3.9715
H -1.7512 -4.0305 6.4282
H -1.2137 -2.5306 7.1885
H 0.8214 -2.6354 5.8461
H 0.3712 -4.1919 5.1706
H 0.7248 -4.0473 6.8754
H -3.4521 -4.1879 4.4803
H -3.3642 -3.1476 2.9767
H -4.8390 -3.3211 3.9913
```